a:
The following is a DFT calculation (the ωB97M-V functional and the def2-TZVPD basis) of one molecule with the formula F2H2O2Si.

Computed properties:
SMILES string: O[Si](O)(F)F
HOMO-LUMO gap (hartree): 0.4590
Molecular weight (g/mol): 100.1
HOMO level (Eh): -0.4499

The geometry in XYZ format:
```
7
F2H2O2Si | the OMol25 dataset | the ωB97M-V functional and the def2-TZVPD basis
F 1.103 1.137 -0.975
O 0.889 -1.027 0.374
O -1.268 0.319 -0.198
H 0.266 -1.687 0.273
F 0.386 1.451 1.350
Si 0.216 0.491 0.162
H -2.135 0.664 -0.436
```

Atomic charges from the Löwdin analysis, expressed in e, are listed below: number 1, F, carries -0.05; number 2, O, carries -0.05; number 3, O, carries 0.01; number 4, H, carries 0.01; number 5, F, carries -0.01; number 6, Si, carries -0.02; number 7, H, carries 0.11



b:
The following is a DFT calculation (the ωB97M-V functional and the def2-TZVPD basis) of a 2-piece molecular cluster, F2H2O2Si overall.

Computed properties:
SMILES string: O=[Si](F)F.O
HOMO-LUMO gap (hartree): 0.4168
Molecular weight (g/mol): 100.1
HOMO level (Eh): -0.4333

The geometry in XYZ format:
```
7
F2H2O2Si | the OMol25 dataset | the ωB97M-V functional and the def2-TZVPD basis
H -0.907 -0.325 1.325
H -0.589 0.970 0.737
F 2.929 1.439 -0.486
Si 2.888 -0.191 -0.408
F 3.265 -0.471 1.099
O 2.592 -1.240 -1.432
O -0.224 0.202 1.156
```

Atomic charges from the Löwdin analysis, expressed in e, are listed below: number 1, H, carries -0.04; number 2, H, carries 0.04; number 3, F, carries -0.11; number 4, Si, carries 0.41; number 5, F, carries -0.07; number 6, O, carries -0.26; number 7, O, carries 0.02



Which structure is most stable? a, by 311.6 kJ/mol over the runner-up.



a:
The following is a DFT calculation (the ωB97M-V functional and the def2-TZVPD basis) of one molecule with the formula C4H3ClFNO.

Computed properties:
SMILES string: Nc1cc(Cl)c(F)o1
HOMO-LUMO gap (hartree): 0.3321
Molecular weight (g/mol): 135.5
HOMO level (Eh): -0.3170

The geometry in XYZ format:
```
11
C4H3ClFNO | the OMol25 dataset | the ωB97M-V functional and the def2-TZVPD basis
H 0.241 -1.890 -0.158
O -0.292 1.260 -0.026
C 1.142 1.174 -0.166
C -0.801 -0.023 0.058
H -2.400 -1.228 -0.328
Cl 3.148 -0.563 0.004
F 1.994 2.214 -0.047
H -2.475 0.140 1.051
N -2.221 -0.097 -0.150
C 0.226 -0.822 -0.106
C 1.438 -0.164 -0.131
```

Here are the Löwdin charges for atoms 1 to 8, given in e: number 1, H, carries 0.12; number 2, O, carries 0.08; number 3, C, carries -0.27; number 4, C, carries -0.44; number 5, H, carries 0.16; number 6, Cl, carries 0.67; number 7, F, carries 0.10; number 8, H, carries 0.20



b:
The following is a DFT calculation (the ωB97M-V functional and the def2-TZVPD basis) of one molecule with the formula C4H3ClFNO.

Computed properties:
SMILES string: N#C[C@]1([C@@H](F)Cl)CO1
HOMO-LUMO gap (hartree): 0.4369
Molecular weight (g/mol): 135.5
HOMO level (Eh): -0.4200

The geometry in XYZ format:
```
11
C4H3ClFNO | the OMol25 dataset | the ωB97M-V functional and the def2-TZVPD basis
H -1.375 0.509 -1.778
F -1.484 -1.270 -0.598
N 1.419 2.407 -0.273
H 1.770 -0.719 1.588
O 1.059 -1.038 -0.434
C 0.320 0.120 -0.153
H 0.090 -1.526 1.418
C 0.702 -0.856 0.924
Cl -2.534 0.983 0.246
C 1.182 1.285 -0.254
C -1.148 0.105 -0.687
```

Here are the Löwdin charges for atoms 1 to 8, given in e: number 1, H, carries 0.15; number 2, F, carries -0.07; number 3, N, carries 0.20; number 4, H, carries 0.20; number 5, O, carries -0.01; number 6, C, carries -0.42; number 7, H, carries 0.09; number 8, C, carries -0.05



Which structure is most stable? a, by 22.8 kJ/mol over the runner-up.



a:
The following is a DFT calculation (the ωB97M-V functional and the def2-TZVPD basis) of a 2-piece molecular cluster, CH2ClFO2 overall.

Computed properties:
SMILES string: O=C(O)Cl.F
HOMO-LUMO gap (hartree): 0.4602
Molecular weight (g/mol): 100.5
HOMO level (Eh): -0.4441

The geometry in XYZ format:
```
7
CH2ClFO2 | the OMol25 dataset | the ωB97M-V functional and the def2-TZVPD basis
H 0.631 1.183 0.708
C -0.753 -0.423 -0.129
Cl -2.269 -1.185 -0.400
O 0.353 -0.961 -0.622
H 1.104 -0.404 -0.511
F 1.688 1.188 0.464
O -0.755 0.602 0.490
```

Atomic charges from the Löwdin analysis, expressed in e, are listed below: number 1, H, carries 0.13; number 2, C, carries -0.93; number 3, Cl, carries 0.80; number 4, O, carries 0.11; number 5, H, carries 0.08; number 6, F, carries -0.22; number 7, O, carries 0.03



b:
The following is a DFT calculation (the ωB97M-V functional and the def2-TZVPD basis) of one molecule with the formula CH2ClFO2.

Computed properties:
SMILES string: OC(O)(F)Cl
HOMO-LUMO gap (hartree): 0.4440
Molecular weight (g/mol): 100.5
HOMO level (Eh): -0.4248

The geometry in XYZ format:
```
7
CH2ClFO2 | the OMol25 dataset | the ωB97M-V functional and the def2-TZVPD basis
O -0.019 -0.336 -0.664
O 0.475 0.146 1.463
F 0.973 1.601 -0.314
C 0.876 0.182 0.177
H 0.022 -0.039 -1.608
Cl 2.468 -0.373 -0.097
H -0.414 -0.179 1.536
```

Atomic charges from the Löwdin analysis, expressed in e, are listed below: number 1, O, carries 0.02; number 2, O, carries 0.08; number 3, F, carries -0.11; number 4, C, carries -1.06; number 5, H, carries 0.15; number 6, Cl, carries 0.80; number 7, H, carries 0.12



Which structure is most stable? a, by 46.3 kJ/mol over the runner-up.



a:
The following is a DFT calculation (the ωB97M-V functional and the def2-TZVPD basis) of C4H7FO as an isolated structure.

Computed properties:
HOMO-LUMO gap (hartree): 0.4030
Molecular weight (g/mol): 90.1
HOMO level (Eh): -0.3651

The geometry in XYZ format:
```
13
C4H7FO | the OMol25 dataset | the ωB97M-V functional and the def2-TZVPD basis
H -0.330 -1.939 -0.675
H -1.791 -1.209 -0.049
C -0.061 0.049 0.430
O -0.937 -0.032 -1.468
C -0.824 -0.991 -0.441
C 1.439 -0.081 0.532
F -0.582 0.231 1.670
H -0.058 1.872 -1.034
H -1.558 1.461 -0.142
H 1.896 0.073 -0.420
H 1.623 -1.086 0.923
C -0.640 1.006 -0.584
H 1.823 0.645 1.260
```

Here are the Löwdin charges for atoms 1 to 8, given in e: number 1, H, carries 0.13; number 2, H, carries 0.12; number 3, C, carries -0.50; number 4, O, carries -0.08; number 5, C, carries -0.10; number 6, C, carries 0.01; number 7, F, carries 0.03; number 8, H, carries 0.15



b:
The following is a DFT calculation (the ωB97M-V functional and the def2-TZVPD basis) of C4H7FO as an isolated structure.

Computed properties:
HOMO-LUMO gap (hartree): 0.4035
Molecular weight (g/mol): 90.1
HOMO level (Eh): -0.3726

The geometry in XYZ format:
```
13
C4H7FO | the OMol25 dataset | the ωB97M-V functional and the def2-TZVPD basis
H 0.560 -1.144 -1.539
C -0.385 0.396 1.084
H 0.729 1.763 -1.538
F -1.370 -1.698 0.716
C -0.941 -0.511 0.015
H -0.968 1.226 1.646
H 1.767 0.814 0.226
H -1.639 -0.061 -0.615
C 0.583 -0.794 -0.477
O 0.095 1.603 -0.932
H 0.003 -0.436 1.714
C 0.685 0.630 -0.054
H 0.881 -1.788 -0.246
```

Here are the Löwdin charges for atoms 1 to 8, given in e: number 1, H, carries 0.12; number 2, C, carries -0.06; number 3, H, carries 0.03; number 4, F, carries -0.08; number 5, C, carries -0.26; number 6, H, carries 0.15; number 7, H, carries 0.15; number 8, H, carries 0.12



c:
The following is a DFT calculation (the ωB97M-V functional and the def2-TZVPD basis) of C4H7FO as an isolated structure.

Computed properties:
HOMO-LUMO gap (hartree): 0.3292
Molecular weight (g/mol): 90.1
HOMO level (Eh): -0.2960

The geometry in XYZ format:
```
13
C4H7FO | the OMol25 dataset | the ωB97M-V functional and the def2-TZVPD basis
H 0.105 -0.057 2.605
H -1.690 0.840 -1.995
H 1.280 0.689 1.468
C -0.239 -0.506 0.540
C -0.019 0.272 -1.215
H 0.399 1.257 -1.084
F -0.495 1.584 1.657
C 0.237 0.390 1.611
C 0.639 -0.922 -0.615
O -1.063 0.106 -2.067
H 1.709 -0.853 -0.454
H 0.357 -1.861 -1.076
H -1.219 -0.940 0.623
```

Here are the Löwdin charges for atoms 1 to 8, given in e: number 1, H, carries 0.11; number 2, H, carries 0.11; number 3, H, carries 0.12; number 4, C, carries -0.12; number 5, C, carries -0.20; number 6, H, carries 0.13; number 7, F, carries -0.09; number 8, C, carries -0.23



d:
The following is a DFT calculation (the ωB97M-V functional and the def2-TZVPD basis) of C4H7FO as an isolated structure.

Computed properties:
HOMO-LUMO gap (hartree): 0.3811
Molecular weight (g/mol): 90.1
HOMO level (Eh): -0.3475

The geometry in XYZ format:
```
13
C4H7FO | the OMol25 dataset | the ωB97M-V functional and the def2-TZVPD basis
C 0.701 0.149 1.470
F 1.171 -2.555 0.511
H -0.208 -2.273 -0.933
C 0.110 -0.124 0.335
O 1.606 -1.552 -1.467
H 0.487 1.049 2.028
H 2.383 -1.140 -1.060
C -0.886 0.587 -0.486
H -0.956 1.633 -0.183
H -0.617 0.537 -1.539
H 1.409 -0.524 1.917
H -1.865 0.122 -0.366
C 0.676 -1.804 -0.513
```

Here are the Löwdin charges for atoms 1 to 8, given in e: number 1, C, carries 0.00; number 2, F, carries 0.01; number 3, H, carries 0.13; number 4, C, carries -0.22; number 5, O, carries 0.03; number 6, H, carries 0.06; number 7, H, carries 0.12; number 8, C, carries -0.10



Which structure is most stable? a, by 54.9 kJ/mol over the runner-up.



a:
The following is a DFT calculation (the ωB97M-V functional and the def2-TZVPD basis) of a 2-piece molecular cluster, C4H10ClP overall.

Computed properties:
HOMO-LUMO gap (alpha / beta) (hartree): 0.2994 / 0.2920
Molecular weight (g/mol): 124.6
HOMO level (alpha / beta) (Eh): -0.3205 / -0.2856

The geometry in XYZ format:
```
16
C4H10ClP | the OMol25 dataset | the ωB97M-V functional and the def2-TZVPD basis
H -3.474 0.222 0.325
H 2.696 0.351 1.116
H -3.790 0.228 -1.424
H 0.197 0.847 0.944
H 1.275 -1.889 -0.184
H 0.988 -1.577 1.555
H -2.796 -1.240 -0.491
C -3.315 -0.269 -0.582
H 2.804 0.367 -0.674
C 0.890 0.286 0.310
Cl -0.889 2.213 -1.019
C 2.329 0.764 0.219
H -0.356 -1.285 0.603
C 0.751 -1.289 0.545
P 0.035 0.504 -1.381
H 2.655 1.767 0.138
```

Here are the Löwdin charges for atoms 1 to 8, given in e: number 1, H, carries -0.05; number 2, H, carries 0.06; number 3, H, carries -0.01; number 4, H, carries 0.06; number 5, H, carries 0.07; number 6, H, carries 0.06; number 7, H, carries -0.01; number 8, C, carries 0.03



b:
The following is a DFT calculation (the ωB97M-V functional and the def2-TZVPD basis) of a 2-piece molecular cluster, C4H10ClP overall.

Computed properties:
HOMO-LUMO gap (hartree): 0.2954
Molecular weight (g/mol): 124.6
HOMO level (Eh): -0.2799

The geometry in XYZ format:
```
16
C4H10ClP | the OMol25 dataset | the ωB97M-V functional and the def2-TZVPD basis
P 0.181 0.169 0.191
H -1.946 1.048 -0.474
H -0.442 -1.446 1.819
Cl 0.635 3.041 0.200
H 1.412 -1.501 1.607
H -1.938 -0.657 -0.168
C 1.011 1.548 1.059
H 2.810 1.150 0.541
C 0.308 -0.132 -1.668
C -1.632 0.302 0.221
H 0.317 -2.184 0.417
H 0.302 -1.119 -1.884
C 0.396 -1.394 1.130
H 1.202 0.259 -2.074
H -0.634 0.395 -2.166
H -1.983 0.520 1.249
```

Here are the Löwdin charges for atoms 1 to 8, given in e: number 1, P, carries 0.65; number 2, H, carries 0.03; number 3, H, carries 0.04; number 4, Cl, carries 0.33; number 5, H, carries 0.07; number 6, H, carries 0.05; number 7, C, carries -0.84; number 8, H, carries 0.11



c:
The following is a DFT calculation (the ωB97M-V functional and the def2-TZVPD basis) of C4H10ClP as an isolated structure.

Computed properties:
HOMO-LUMO gap (hartree): 0.3101
Molecular weight (g/mol): 124.6
HOMO level (Eh): -0.2869

The geometry in XYZ format:
```
16
C4H10ClP | the OMol25 dataset | the ωB97M-V functional and the def2-TZVPD basis
C 1.484 0.457 0.700
H -1.152 -0.516 2.009
H 0.404 1.253 -2.236
H 2.200 0.682 -0.038
H -0.617 1.992 -1.084
H -1.324 0.825 -2.036
C -0.125 -1.918 -0.701
H 1.959 -0.368 1.228
Cl 0.582 -2.786 0.735
H -2.187 -0.701 0.855
H 1.370 1.290 1.519
C -0.423 1.069 -1.489
C -1.370 -0.052 0.989
P -0.027 -0.216 -0.190
H 0.972 -1.975 -1.418
H -1.745 0.962 1.156
```

Here are the Löwdin charges for atoms 1 to 8, given in e: number 1, C, carries -0.22; number 2, H, carries 0.07; number 3, H, carries 0.07; number 4, H, carries 0.01; number 5, H, carries 0.00; number 6, H, carries 0.05; number 7, C, carries -0.77; number 8, H, carries 0.01



Which structure is most stable? c, by 71.5 kJ/mol over the runner-up.